# 1
# C6H7Cl2N4

An isolated ion of composition C6H7Cl2N4 and charge +1 (ωB97M-V with the def2-TZVPD basis set, the OMol25 dataset).

```
19
C6H7Cl2N4 ωB97M-V with the def2-TZVPD basis set
H 2.2206 -2.3897 -1.8534
N 2.1455 -1.6272 -1.1782
C 3.2268 -1.0341 -0.8478
C 3.2050 0.0336 0.1673
Cl 4.7230 0.6509 0.6237
N 2.0954 0.4970 0.7127
C 0.7141 0.4326 0.5739
N 0.1986 1.6380 0.1996
N -1.1283 1.5094 0.0979
C -1.5657 0.3508 0.4565
C -2.9897 0.0552 0.1428
C -0.4261 -0.4380 0.8013
Cl -0.4687 -2.0744 1.3178
H 4.2108 -1.1492 -1.2295
H 2.3950 1.2985 1.3629
H 0.7063 2.3662 -0.1729
H -3.3095 -0.9515 0.5486
H -3.5306 0.8770 0.5026
H -2.9251 0.2193 -0.9842
```

SMILES string: [H]/N=C/C(Cl)=[NH+]\c1[nH]nc(C)c1Cl
Orbital gap (alpha / beta), eV: 6.62 / 6.63
Charge: +1
Energy above the lowest of the compared OMol25 structures with the same formula, charge and spin, kcal per mole: 0.00

# 2
# C6H7ClINO

A 2-piece molecular cluster, C6H7ClINO overall (ωB97M-V with the def2-TZVPD basis set, the OMol25 dataset).

```
17
C6H7ClINO ωB97M-V with the def2-TZVPD basis set
Cl 2.0550 -0.3315 -3.0507
C 0.9424 0.0221 -1.7284
C -0.4445 0.0043 -1.8858
C -1.2803 0.2111 -0.7265
C -0.6096 1.0940 0.2963
N 0.7805 0.8223 0.4919
C 1.4418 0.3889 -0.4645
I 3.4612 -0.0615 0.0271
H -0.9441 -0.0106 -2.9082
H -2.2369 0.4942 -0.9908
H -1.2577 -0.8102 -0.1236
H -0.7349 2.1353 -0.0783
H -1.0218 0.9660 1.3344
C -0.0169 -1.3107 2.4779
O 0.0026 -1.9280 1.4466
H -0.8427 -0.5090 2.5759
H 0.7060 -1.1769 3.3066
```

SMILES string: ClC1=CCCN=C1I.C=O
Orbital gap, eV: 8.69
Charge: 0
Energy above the lowest of the compared OMol25 structures with the same formula, charge and spin, kcal per mole: 0.00

Q: The lowest charge belongs to which entry?
A: C6H7ClINO

Q: What is the formula in the first record?
A: C6H7Cl2N4